(1)
Entry from the Open Molecules 2025 dataset: C39H36IrNO3P2S2 as an isolated structure at a distorted geometry (ωB97M-V/def2-TZVPD).

XYZ file:
```
84
Properties=species:S:1:pos:R:3:mulliken_charge:R:1
H 3.16856 3.31002 0.98364 0.404
H -2.53393 -1.88232 -0.82332 0.457
C 1.19298 2.40891 2.18572 0.669
H 5.51619 3.67326 0.36417 0.418
O -0.77422 2.46327 -0.94411 -0.705
H 1.71202 -5.18365 3.32769 0.435
H -3.05323 -0.92383 3.32653 0.262
C 5.89795 1.60325 -0.04490 -0.482
C 1.57957 3.57370 4.26868 -0.860
H -0.79224 0.51255 5.30444 0.412
H -1.99978 4.56882 -1.37335 0.491
Ir -0.01659 -0.05511 -0.16573 1.513
O -1.58544 1.51280 1.13093 -0.372
C 0.93057 -4.88698 2.64026 -1.061
H 3.63416 -0.75172 7.07434 0.405
C 2.66142 -0.47088 6.69090 -0.874
S 1.36531 -1.38420 -1.12740 -0.489
C 5.35352 0.32573 -0.09790 -0.888
P -0.79813 -1.37824 1.40620 0.112
C 4.02382 0.11902 0.22781 -0.551
C -3.06950 3.27493 -0.05330 -0.493
C 1.70921 0.07435 7.54193 -0.560
H 1.88494 -1.30153 1.82010 0.433
C 1.12941 -0.33367 4.82708 0.382
H 0.67614 5.50981 4.44519 0.394
H -4.28685 2.19453 1.34396 0.474
H 2.81637 -0.25526 2.87405 1.059
C -2.61350 -1.43176 1.27474 1.350
H -0.26763 5.46268 2.15574 0.496
O -2.61252 0.86938 -0.94351 -0.640
C 0.47971 3.50896 1.71680 -0.650
C -4.83013 -1.29707 2.21543 -0.702
H -5.78982 4.11541 1.76029 0.364
C -4.12921 3.13863 0.83642 -0.418
C -3.45443 -1.19858 2.36161 -1.116
H 3.12603 -1.14131 4.71761 0.397
H -1.07006 0.31725 3.01494 1.017
H 3.59670 -0.87009 0.13425 0.291
H -1.85039 -3.81917 0.19577 0.333
P 1.50271 0.91792 1.18930 0.201
C -3.67564 5.55736 -0.44147 -0.792
C 5.10469 2.67280 0.33333 -0.787
C 2.37746 -0.68471 5.35244 -0.276
H 2.38473 1.65644 3.82251 0.622
C -1.06881 -4.10588 0.88629 -0.543
S -1.94408 1.93843 -0.24013 1.554
H 2.01795 3.59160 5.25814 0.490
C -0.36931 -3.13679 1.60282 1.343
H -6.07340 6.57418 1.70191 0.367
C 0.46481 0.40486 7.02878 -0.832
C 3.22811 1.18793 0.63978 1.123
C 3.77497 2.46735 0.67944 -0.428
C -0.55320 -0.64897 3.07499 -2.318
C -5.37701 -1.63980 0.98696 -0.674
H 5.96371 -0.51334 -0.40602 0.409
H -1.06222 -1.28593 3.80352 1.164
H -6.45060 -1.72171 0.87578 0.398
C -3.17314 -1.75260 0.04158 -0.522
H -5.13517 7.55694 0.57123 0.370
H -0.29084 0.83490 7.67386 0.392
C 1.82630 -0.40080 2.44624 -2.673
H -4.96707 -2.10706 -1.06678 0.414
C 0.83048 4.64670 3.81003 -0.672
C -5.65985 6.60989 0.69428 -1.476
H 0.08732 3.50388 0.71425 0.786
N 0.83843 -0.55651 3.47629 1.369
H 1.21285 -2.81121 3.03091 0.239
H -3.48956 6.50448 -0.93432 0.359
C -2.83507 4.48093 -0.69259 -0.400
H -6.49769 6.60457 -0.00627 0.291
C 0.64834 -3.53948 2.46855 -0.191
C 0.21536 -5.84470 1.93913 -0.521
C 0.17263 0.20963 5.68665 -0.108
H 0.43152 -6.89579 2.07933 0.388
C 1.76941 2.46670 3.45593 -0.203
H 1.93399 0.23485 8.58746 0.416
C 0.29807 4.61867 2.52936 -0.805
C -4.54650 -1.86533 -0.09986 -0.729
C -4.96133 4.21820 1.06907 -0.876
H 6.93671 1.76224 -0.30430 0.377
H -1.34175 -6.18951 0.50208 0.424
C -0.78039 -5.44981 1.05769 -0.822
H -5.47403 -1.10921 3.06499 0.454
C -4.74528 5.44313 0.43813 0.987
```

Calculated values
Gap between HOMO and LUMO (alpha / beta) = 6.5 / 6.5 eV
LUMO energy (alpha / beta) = -0.0248 / -0.0249 Eh
Multiplicity = 1
Total charge = 0

=====

(2)
Entry from the Open Molecules 2025 dataset: C39H37BaN4O6PSi as an isolated structure at a distorted geometry (ωB97M-V/def2-TZVPD).

XYZ file:
```
89
Properties=species:S:1:pos:R:3:mulliken_charge:R:1
H 1.21057 -3.49561 -6.75427 0.333
H -0.95053 -2.75729 3.52976 0.239
O 0.60874 -0.49113 2.41384 -0.415
C 1.21716 -1.48984 -4.01842 0.803
H -1.22460 5.20848 -4.09298 0.272
C -0.04786 4.21788 2.30466 -0.426
H -1.69627 2.06897 -1.18759 0.570
H 3.86878 -1.76586 4.14732 0.181
H 0.07160 5.27994 2.00990 0.481
H -4.53824 -3.25552 -1.86793 0.387
H 3.56672 2.17290 0.85178 0.920
C 1.69009 -2.31450 -5.02282 -0.367
C -2.62033 -0.64561 -2.71469 -0.585
C -5.35158 -1.50556 -2.87077 -0.669
H 3.48843 -5.52976 -0.08466 0.417
C 3.57044 1.78007 1.83052 -0.512
C -4.92252 -0.31855 -3.47486 -0.538
C -3.40152 0.25701 4.11834 -1.301
H -3.33328 1.09229 -3.77470 0.361
H -2.30624 -1.54544 0.87231 0.127
H 4.38396 -3.87525 3.69036 0.446
C -0.39796 0.10092 3.07315 1.438
C -0.42426 1.62391 2.80489 -0.971
H 4.29988 -5.85248 2.07118 0.410
C -1.95037 -2.39356 3.86369 -1.094
O 1.91859 0.32400 -2.77472 -0.638
C -0.66855 3.85688 3.51660 -1.160
H -0.99558 4.60215 4.18792 0.550
H 3.35176 3.63987 2.76443 0.532
C -0.13074 -1.15503 -3.87566 -0.240
H 1.36284 4.75975 -1.22856 0.454
H 0.36514 1.30872 -4.88361 0.433
C 3.11609 -3.36064 0.17989 -0.213
N 3.10466 -2.38745 1.04795 0.103
C 0.78045 -2.79771 -6.00269 -0.720
C 3.89714 0.70819 4.24603 -0.751
C -3.60745 0.11118 -3.38790 0.063
O 0.03248 0.11465 4.52191 -0.729
N 0.09844 1.97868 1.64617 0.991
O 0.89070 4.74828 -0.37462 -0.560
H -2.71355 -3.05142 3.37962 0.331
C 2.02303 -0.88770 -2.91009 -0.016
C 0.84150 3.44214 0.06613 0.309
H -1.84426 4.46234 -1.72766 0.440
H -0.03306 3.56129 -5.59322 0.406
H -1.31979 -2.81440 -6.51874 0.519
H 0.58361 -0.69389 4.45953 0.407
C 3.99769 -3.80135 2.71948 -0.765
C 3.98381 -4.85192 1.82209 -0.401
O 1.37917 2.57882 -0.54489 -0.505
H -2.11720 -1.39199 -4.73964 0.315
C -0.96971 4.16652 -3.73444 -0.685
H -3.05934 0.57246 5.11134 0.346
H 3.91547 2.73084 4.96397 0.430
C -1.36596 2.38339 -2.15760 -0.604
H -1.43695 2.24414 4.60913 0.515
C 3.77936 -0.12555 3.07182 0.688
C 3.48515 2.59353 2.88510 -0.790
N 3.65953 -1.52778 3.21611 0.039
Ba 1.54980 -0.19480 0.03688 1.494
C 3.49319 -2.58461 2.30362 0.182
P -0.81930 -0.21786 -2.46984 0.593
H -4.29225 -0.30592 4.25927 0.420
C -0.91701 2.54360 3.71974 -0.593
H -3.71765 1.10404 3.57637 0.386
H -6.37734 -1.90405 -2.97387 0.352
C -0.33561 3.28240 -4.58670 -0.605
C 3.74979 2.05207 4.13875 -0.448
C -3.00927 -1.88891 -2.24030 -0.387
C -1.42981 3.76743 -2.46955 -0.556
H -2.04777 -2.46325 4.99480 0.227
H -2.30559 -2.52070 -1.74869 0.444
H -3.98029 -1.18348 1.44838 0.496
H 2.76818 -2.48931 -5.01852 0.455
C -0.21633 1.95585 -4.23358 -0.310
O 2.56786 -1.73207 -2.16750 -0.718
Si -2.11004 -0.70626 3.14837 0.435
H 4.13850 0.36827 5.26977 0.288
N 3.70334 0.41299 1.86052 -0.461
C -0.78029 1.52640 -3.03223 0.905
H -5.58753 0.30971 -4.03211 0.431
H 2.83699 -3.20541 -0.84098 0.721
H -2.93073 0.10284 0.94991 0.192
C 0.24096 3.25350 1.39433 -0.147
C -2.94190 -0.88771 1.44485 -0.958
C 3.55298 -4.63275 0.50258 -1.011
C -1.01188 -1.64122 -4.82066 -0.106
C -0.56979 -2.47262 -5.86178 -0.810
C -4.33650 -2.25556 -2.23102 -0.517
```

Calculated values
Gap between HOMO and LUMO = 7.9 eV
LUMO energy = 0.0033 Eh
Energy relative to the best compared isomer or geometry (same formula, charge and spin) = 26.4 kJ/mol
Multiplicity = 1
Total charge = 0

=====

> Which value of multiplicity does entry 2 give?

1

=====

> multiplicity of number 2 (C39H37BaN4O6PSi)?

1